Density functional theory data (the ωB97M-V functional and the def2-TZVPD basis) for a structure of composition C30H82MgN7O8 at a distorted geometry.

The geometry in XYZ format:
```
128
Properties=species:S:1:pos:R:3:mulliken_charge:R:1
Mg 7.738 -4.191 18.118 2.6974
C 7.885 -7.471 21.035 -0.6183
C 8.084 -7.062 19.577 0.9101
O 7.518 -5.890 19.151 0.9420
H 8.510 -8.315 21.309 -0.2951
H 6.835 -7.554 21.336 -0.3330
H 8.115 -6.567 21.627 0.4043
H 7.666 -7.928 19.023 -1.5544
H 9.176 -7.101 19.392 0.2963
C 8.708 -11.500 23.523 -0.8800
C 9.892 -10.605 23.900 0.1311
C 10.726 -10.130 22.704 -0.1069
O 11.637 -9.130 23.122 -0.3419
C 12.330 -8.533 22.088 -0.5954
N 9.292 -9.409 24.547 -0.6622
H 9.049 -12.289 22.849 0.4013
H 7.971 -10.894 23.003 0.0508
H 8.396 -11.937 24.468 0.2279
H 10.543 -10.996 24.683 0.4249
H 10.101 -9.701 21.907 -0.1865
H 11.363 -10.938 22.311 0.4592
H 11.701 -7.911 21.430 0.0639
H 12.834 -9.225 21.402 0.3194
H 13.100 -7.834 22.414 0.3120
H 9.983 -8.660 24.581 0.3514
H 8.616 -9.007 23.895 0.0513
C 4.274 -1.731 18.820 -1.4684
C 5.389 -2.499 18.152 0.7208
C 6.380 -1.708 17.242 -1.2634
O 7.442 -2.565 16.811 -0.3634
C 8.370 -1.827 16.052 -0.9957
N 6.257 -3.202 19.111 -0.6755
H 3.747 -1.112 18.088 0.4697
H 4.642 -1.082 19.615 0.2839
H 3.552 -2.458 19.187 0.2534
H 4.936 -3.192 17.434 -0.0368
H 6.779 -0.883 17.842 0.3408
H 5.710 -1.312 16.475 0.5593
H 7.978 -1.038 15.410 0.4487
H 8.919 -2.454 15.344 0.2085
H 9.149 -1.406 16.697 0.2806
H 6.566 -2.547 19.838 -0.0182
H 5.698 -3.803 19.745 0.2645
C 10.058 -6.371 15.138 -1.5820
C 8.897 -5.535 15.692 0.4583
C 7.611 -6.290 15.831 -0.2195
O 6.641 -5.367 16.320 -0.4884
C 5.338 -5.882 16.194 -0.7157
N 9.320 -4.920 16.985 -0.5681
H 10.297 -7.245 15.747 0.3469
H 10.935 -5.752 14.927 0.4171
H 9.895 -6.777 14.133 0.4540
H 8.887 -4.672 15.022 0.0194
H 7.708 -7.131 16.529 -0.8333
H 7.232 -6.674 14.879 0.8172
H 5.194 -6.750 16.850 -0.0251
H 5.052 -6.159 15.179 0.5324
H 4.571 -5.210 16.585 0.1951
H 10.178 -4.416 16.740 0.4886
H 9.817 -5.646 17.521 0.2615
C 3.656 -10.428 27.613 -1.3675
C 4.527 -10.742 26.385 0.6617
C 4.540 -9.635 25.345 -0.9028
O 5.240 -10.092 24.216 -0.3508
C 5.468 -9.179 23.176 -0.6343
N 5.914 -11.150 26.731 -0.7782
H 3.190 -11.351 27.936 0.3105
H 2.990 -9.612 27.317 0.3355
H 4.231 -9.995 28.433 0.3596
H 4.047 -11.623 25.943 0.2458
H 4.907 -8.671 25.721 0.3715
H 3.504 -9.398 25.064 0.4542
H 6.194 -8.391 23.413 0.2743
H 4.514 -8.719 22.901 0.3778
H 5.932 -9.659 22.315 0.1777
H 6.463 -10.834 25.923 0.2059
H 6.043 -12.147 26.563 0.2941
C 10.554 -4.157 20.717 -1.6453
C 9.309 -3.311 20.450 1.2282
C 9.304 -2.051 21.328 -1.3578
O 8.080 -1.386 21.065 -0.2811
C 7.898 -0.191 21.795 -0.8800
N 9.154 -2.936 18.998 -0.2975
H 10.533 -4.619 21.699 0.4776
H 11.442 -3.557 20.514 0.4478
H 10.530 -4.952 19.965 0.2413
H 8.394 -3.827 20.757 -0.3618
H 10.119 -1.375 21.029 0.4014
H 9.427 -2.318 22.382 0.5908
H 6.854 0.096 21.661 0.2398
H 8.564 0.643 21.563 0.3211
H 7.980 -0.408 22.868 0.3416
H 10.080 -3.000 18.577 0.3814
H 9.021 -1.931 19.127 0.3128
C 8.844 -9.651 17.186 -0.9495
C 7.659 -10.609 17.259 0.4922
C 6.427 -10.031 17.921 -0.4025
O 5.477 -11.066 18.060 -0.4968
C 4.247 -10.556 18.598 -0.4909
N 7.270 -10.898 15.836 -0.7592
H 9.291 -9.430 18.155 0.2165
H 8.400 -8.786 16.680 0.0826
H 9.620 -9.992 16.502 0.5450
H 7.934 -11.562 17.721 0.4070
H 6.036 -9.252 17.244 0.1916
H 6.614 -9.518 18.872 0.1304
H 4.401 -9.901 19.450 0.0231
H 3.631 -11.432 18.787 0.3681
H 3.765 -10.099 17.726 0.2881
H 6.282 -11.125 15.909 0.2645
H 7.753 -11.708 15.471 0.2366
C 4.187 -7.163 19.801 -1.5561
C 4.081 -5.673 20.142 2.2786
C 2.773 -5.344 20.849 -1.4633
O 2.579 -6.177 21.969 -0.2032
C 1.430 -5.844 22.696 -0.8809
N 5.244 -5.260 20.919 -0.6164
H 5.115 -7.425 19.288 0.0688
H 3.449 -7.505 19.065 0.5604
H 4.051 -7.702 20.739 0.1725
H 4.049 -5.122 19.194 -0.6447
H 1.964 -5.563 20.142 0.5177
H 2.775 -4.278 21.098 0.5003
H 1.492 -4.926 23.284 0.3225
H 1.140 -6.719 23.281 0.2594
H 0.547 -5.760 22.040 0.3351
H 6.100 -5.625 20.482 -0.5732
H 5.271 -5.737 21.819 0.5441
```

ΔE to the lowest compared entry with this formula, charge and spin = 0.0 kcal per mole
Orbital gap = 7.99 eV
Highest occupied orbital energy = -10.35 eV
Net charge = +1
F_max = 2.387 eV/A
Energy = -2377.29431 Eh

---

Density functional theory data (the ωB97M-V functional and the def2-TZVPD basis) for a cluster of 11 separate species, C30H84N2O22 in total at a distorted geometry.

The geometry in XYZ format:
```
138
Properties=species:S:1:pos:R:3:mulliken_charge:R:1
C 3.389 -2.630 1.890 0.0831
C 3.943 -1.570 0.948 0.7359
O 3.720 -1.807 -0.438 -0.3550
O 4.051 -3.846 1.677 -0.6389
H 2.333 -2.732 1.620 0.2487
H 3.588 -2.250 2.895 0.0560
H 5.021 -1.474 1.134 0.3468
H 3.537 -0.616 1.292 -0.9998
H 3.964 -2.741 -0.522 0.3580
H 3.585 -4.660 1.869 0.3594
C -1.022 5.805 1.341 -0.5879
C -0.320 4.510 1.050 0.3934
O -1.089 3.353 1.262 -0.3780
O -1.878 6.128 0.249 -0.5166
H -0.308 6.616 1.534 0.2205
H -1.553 5.737 2.297 0.3642
H 0.579 4.477 1.682 0.1814
H 0.114 4.394 0.046 -0.0651
H -1.478 3.033 0.422 -0.2769
H -2.626 6.661 0.533 0.2876
C -1.924 3.583 -2.158 -0.3610
C -3.439 3.637 -2.037 -0.3303
O -3.915 4.136 -0.781 -0.6627
O -1.418 2.543 -1.305 0.7988
H -1.558 4.572 -1.876 0.4412
H -1.615 3.363 -3.178 0.1838
H -3.968 2.722 -2.320 -0.0684
H -3.818 4.334 -2.804 0.4061
H -3.111 4.375 -0.295 0.3373
H -0.954 1.886 -1.837 -0.4777
C 0.347 -0.132 -0.468 -0.1340
C 0.387 -0.836 0.842 1.1957
O -0.124 -2.173 0.757 0.2024
O 1.322 -0.562 -1.383 0.6515
H 0.307 0.961 -0.361 -0.5515
H -0.684 -0.239 -0.846 0.0463
H -0.179 -0.256 1.582 -0.9961
H 1.385 -0.996 1.260 -0.0642
H -0.654 -2.261 -0.055 0.1125
H 2.107 -0.913 -0.924 -0.4091
C 0.343 -3.335 -3.583 -0.4684
C -0.480 -4.024 -2.497 -0.2244
O -1.088 -3.053 -1.649 0.4267
O 1.497 -2.808 -2.932 -0.5393
H -0.125 -2.525 -4.143 0.0619
H 0.672 -4.128 -4.259 0.4806
H 0.257 -4.649 -1.979 -0.1337
H -1.215 -4.734 -2.895 0.5011
H -1.957 -3.443 -1.353 -0.2690
H 1.201 -2.008 -2.462 0.3683
C -3.116 -0.144 2.417 -0.0042
C -3.659 0.377 1.120 0.8705
O -3.886 -0.716 0.225 -0.6293
O -3.063 0.977 3.338 -0.6463
H -2.128 -0.582 2.262 -0.3045
H -3.733 -0.865 2.951 0.3435
H -2.946 1.099 0.717 -0.7990
H -4.619 0.858 1.317 0.4319
H -3.658 -0.427 -0.656 0.1891
H -2.134 1.248 3.399 0.3208
C -2.812 -5.176 0.824 0.2475
C -3.975 -4.621 0.023 -0.8405
O -3.554 -3.544 -0.828 -0.5353
O -2.274 -4.139 1.612 -0.5513
H -2.049 -5.493 0.102 -0.0911
H -3.134 -6.057 1.386 0.4059
H -4.777 -4.217 0.649 0.3773
H -4.478 -5.309 -0.657 0.2888
H -3.601 -2.698 -0.358 0.3713
H -1.333 -4.278 1.777 0.2254
C 0.443 0.703 5.078 -0.5291
C -0.091 -0.420 5.941 -0.5504
O 0.824 -1.518 5.943 -0.5071
O 0.203 0.571 3.673 -0.1191
H 1.466 0.967 5.375 0.3210
H -0.074 1.651 5.291 0.4363
H -1.046 -0.694 5.484 0.2634
H -0.308 -0.043 6.944 0.3961
H 0.286 -2.268 6.221 0.3088
H 1.039 0.394 3.228 -0.1774
C 0.387 -7.416 1.076 -0.6220
C 1.041 -6.139 0.602 0.5684
O 0.878 -5.127 1.606 -0.6336
O 1.166 -8.047 2.092 -0.5447
H 0.415 -8.167 0.279 0.3491
H -0.675 -7.251 1.270 0.1401
H 0.461 -5.778 -0.259 -0.4345
H 2.053 -6.259 0.212 0.4468
H 0.737 -4.288 1.156 0.1299
H 0.818 -7.790 2.953 0.3205
C 3.301 -0.387 3.639 -1.8309
O 2.852 0.335 2.533 0.4587
C 3.581 1.522 2.308 -1.1044
C 3.083 2.225 1.059 0.1513
N 3.750 3.534 1.022 -0.4618
C 3.409 4.331 -0.166 -0.1694
C 3.406 5.837 0.126 -0.8222
O 2.698 6.150 1.313 -0.2516
C 2.838 7.496 1.695 -0.8792
H 4.306 -0.804 3.434 0.5614
H 2.650 -1.161 4.036 0.3293
H 3.610 0.254 4.485 0.5948
H 4.638 1.237 2.176 0.3407
H 3.649 2.077 3.255 0.4780
H 2.000 2.366 1.013 -0.2014
H 3.455 1.693 0.184 0.4462
H 3.370 4.155 1.736 0.4171
H 2.507 3.957 -0.675 -0.1161
H 4.138 4.211 -0.981 0.4140
H 2.993 6.363 -0.742 0.4247
H 4.437 6.199 0.211 0.4897
H 3.698 7.767 2.323 0.3015
H 2.039 7.637 2.431 0.2405
H 2.770 8.206 0.870 0.3810
C -5.594 -0.093 -3.770 -0.8021
O -4.608 0.689 -3.143 -0.3402
C -3.353 0.028 -3.041 1.0883
C -2.420 0.383 -4.203 -1.1425
N -1.074 0.693 -3.775 1.2933
C -0.239 1.181 -4.884 -1.0603
C 1.241 1.077 -4.601 -0.0661
O 1.590 -0.269 -4.786 -0.2755
C 2.966 -0.559 -4.603 -0.7827
H -5.704 -1.117 -3.394 0.2601
H -5.329 -0.276 -4.823 0.3331
H -6.545 0.430 -3.758 0.2887
H -3.536 -1.048 -2.926 0.6303
H -2.941 0.314 -2.069 -1.4288
H -3.006 1.148 -4.720 0.4101
H -2.432 -0.470 -4.900 0.3242
H -0.607 -0.138 -3.417 -0.5435
H -0.553 2.221 -5.008 0.4897
H -0.426 0.659 -5.831 0.3720
H 1.395 1.345 -3.540 -0.1704
H 1.842 1.829 -5.126 0.5451
H 3.489 -0.476 -5.556 0.3191
H 3.013 -1.585 -4.234 0.1741
H 3.416 0.038 -3.805 0.3181
```

ΔE to the lowest compared entry with this formula, charge and spin = 12.6 kcal per mole
Orbital gap = 9.88 eV
Highest occupied orbital energy = -9.27 eV
SMILES = COCCNCCOC.COCCNCCOC.OCCO.OCCO.OCCO.OCCO.OCCO.OCCO.OCCO.OCCO.OCCO
Net charge = 0
F_max = 3.147 eV/A
Energy = -2957.93730 Eh

---

Density functional theory data (the ωB97M-V functional and the def2-TZVPD basis) for a cluster of 12 separate species, C30H84N4O12 in total at a distorted geometry.

The geometry in XYZ format:
```
130
Properties=species:S:1:pos:R:3:mulliken_charge:R:1
C 8.143 19.867 -3.120 0.7160
O 8.811 19.874 -1.800 -0.6404
H 7.971 20.840 -3.458 -0.3968
H 7.241 19.426 -2.982 -0.7752
H 8.664 19.217 -3.842 0.5097
H 9.750 19.802 -1.862 0.3314
C 6.215 21.314 -0.027 0.3918
O 5.083 22.120 0.198 -0.7246
N 6.263 20.425 -0.964 0.4021
N 7.287 21.438 0.709 -0.3345
H 5.494 20.548 -1.590 -0.2226
H 7.177 20.219 -1.468 -0.2267
H 7.219 22.311 1.341 0.3607
H 8.190 20.976 0.714 0.2069
C 4.985 20.686 -4.997 0.2990
O 4.983 20.356 -3.642 -0.3557
N 5.167 21.915 -5.440 1.1961
N 4.972 19.829 -5.991 0.4471
H 5.133 22.730 -4.784 -0.2407
H 5.567 22.017 -6.325 -0.3209
H 5.051 18.827 -5.768 -0.3762
H 5.078 20.111 -6.969 -0.7998
C 7.530 27.672 -6.063 -1.8912
C 6.917 26.314 -6.296 1.6090
C 6.992 25.918 -7.704 -1.2919
O 7.405 25.384 -5.579 -0.5514
H 7.444 27.964 -5.011 0.4059
H 6.983 28.438 -6.646 0.3645
H 8.513 27.844 -6.329 0.4565
H 5.857 26.298 -6.041 0.0060
H 6.501 24.992 -7.808 0.2317
H 8.014 25.493 -7.992 0.3378
H 6.776 26.708 -8.313 0.5318
H 6.654 24.852 -5.317 -0.1416
C 2.735 16.632 -7.730 -0.7353
C 1.974 17.256 -8.905 0.4888
C 2.847 17.916 -9.913 -1.1278
O 1.217 16.487 -9.483 -0.4887
H 2.003 16.381 -6.951 0.3359
H 3.531 17.316 -7.322 -0.0850
H 3.182 15.695 -8.159 0.2748
H 1.287 18.109 -8.468 0.2222
H 3.415 17.179 -10.379 0.4462
H 3.478 18.548 -9.336 -0.1609
H 2.291 18.393 -10.655 0.4366
H 0.370 16.466 -8.976 0.4116
C 7.576 17.703 -6.895 -1.0750
C 6.660 16.666 -6.283 0.5738
C 7.386 16.297 -5.018 -1.1892
O 5.554 17.012 -5.936 -0.3430
H 8.518 17.203 -7.152 0.5577
H 7.839 18.504 -6.202 -0.1199
H 7.034 18.023 -7.749 0.2289
H 6.704 15.889 -7.056 0.2750
H 7.059 15.351 -4.526 0.4140
H 7.011 16.912 -4.258 0.0912
H 8.507 16.344 -5.067 0.3344
H 5.151 16.220 -5.728 0.2968
C 3.539 24.433 -6.812 -0.8585
C 3.291 25.122 -8.112 1.0123
C 3.609 26.528 -8.075 -1.8015
O 3.788 24.537 -9.111 -0.6139
H 3.256 23.382 -6.883 0.0080
H 3.154 24.820 -5.937 0.9762
H 4.577 24.467 -6.710 -0.7713
H 2.233 25.029 -8.356 0.4891
H 4.661 26.729 -8.122 0.2902
H 3.291 26.932 -7.160 0.4243
H 3.035 27.206 -8.755 0.3829
H 3.239 24.506 -9.849 0.4785
C 8.480 21.751 -6.371 -0.1277
C 9.738 22.522 -5.919 0.7828
C 10.001 22.717 -4.441 -1.4390
O 10.818 22.290 -6.455 -0.5582
H 7.642 21.872 -5.650 -0.4426
H 8.651 20.691 -6.595 0.2914
H 8.161 22.158 -7.347 0.3027
H 9.501 23.528 -6.359 -0.1721
H 10.561 23.689 -4.371 0.6000
H 10.617 21.978 -3.969 0.3086
H 9.007 22.848 -3.944 -0.0205
H 11.496 22.904 -6.134 0.4648
C 5.681 17.253 -1.889 -0.9863
C 4.817 17.562 -0.624 1.1216
C 4.218 16.412 0.220 -1.6140
O 5.427 18.195 0.238 -0.5545
H 5.741 18.124 -2.560 -0.2301
H 5.149 16.488 -2.327 0.4400
H 6.674 17.014 -1.583 0.3891
H 4.086 18.325 -0.833 -0.3254
H 3.781 15.738 -0.538 0.3354
H 3.478 16.939 0.819 0.3895
H 4.982 15.840 0.799 0.3486
H 5.761 19.014 -0.237 0.5505
C 3.804 23.042 -2.353 0.1040
C 4.888 24.016 -2.799 -1.5325
C 6.305 23.460 -2.702 0.2263
O 4.805 24.436 -3.971 -0.4304
H 4.205 22.026 -2.054 -0.5874
H 3.056 22.980 -3.134 0.4866
H 3.174 23.491 -1.519 0.4249
H 4.882 24.860 -2.240 1.2259
H 6.950 23.987 -3.466 -0.0311
H 6.254 22.417 -2.909 -0.3246
H 6.651 23.491 -1.651 0.5386
H 4.072 25.105 -3.919 0.3973
C 6.120 20.485 -8.941 -0.9671
C 5.360 21.771 -8.990 0.6163
C 3.852 21.450 -8.978 -1.1606
O 5.635 22.516 -8.020 -0.1440
H 7.142 20.710 -9.343 0.3286
H 5.629 19.589 -9.316 0.3895
H 6.409 20.214 -7.967 0.0485
H 5.576 22.075 -10.002 0.5259
H 3.749 20.671 -9.646 0.7545
H 3.195 22.290 -9.261 0.1790
H 3.638 20.970 -7.973 0.0510
H 5.052 23.297 -8.075 -0.8092
C 1.551 20.807 -1.586 -0.9268
C 1.673 20.966 -0.064 0.5277
C 2.564 19.806 0.512 -0.7385
O 2.060 22.039 0.422 -0.5669
H 1.046 19.851 -1.829 0.4498
H 2.557 20.499 -1.975 -0.1513
H 1.235 21.698 -2.095 0.3594
H 0.631 20.866 0.161 0.4103
H 2.390 18.793 0.077 0.2751
H 2.483 19.752 1.536 0.3384
H 3.607 20.072 0.381 -0.0463
H 3.017 22.027 0.351 0.3119
```

ΔE to the lowest compared entry with this formula, charge and spin = 100.5 kcal per mole
Orbital gap = 8.54 eV
Highest occupied orbital energy = -8.30 eV
SMILES = NC(N)=O.NC(N)=O.CC(C)O.CC(C)O.CC(C)O.CC(C)O.CC(C)O.CC(C)O.CC(C)O.CC(C)O.CC(C)O.CO
Net charge = 0
F_max = 13.371 eV/A
Energy = -2314.78631 Eh